Entry 1:
# C2H7N

A 2-piece molecular cluster, C2H7N overall (wB97M-V/def2-TZVPD, the OMol25 dataset).

XYZ file:
```
10
Properties=species:S:1:pos:R:3:forces:R:3:lowdin_charge:R:1
C -1.407505 2.024683 2.313588 0.013 -0.139 -0.148 -0.0826
C -0.418211 1.146641 2.311577 0.128 -0.217 -0.089 -0.0839
H -1.798171 2.561216 3.169121 0.244 -0.121 0.132 0.0441
H -1.897181 2.217948 1.373140 -0.198 0.169 -0.128 0.0388
H 0.167990 0.824193 3.158596 -0.135 0.233 0.355 0.0408
H -0.134122 0.651360 1.391562 -0.051 0.072 -0.123 0.0428
N 1.396075 -2.414341 -3.155272 0.114 -0.035 -0.116 -0.0036
H 0.827362 -3.094863 -3.645899 0.115 -0.073 0.007 -0.0009
H 2.314308 -2.397388 -3.600772 -0.375 0.038 0.104 0.0063
H 0.949455 -1.519449 -3.315641 0.144 0.072 0.007 -0.0017
```
Positions in Å, forces in eV/Å.

Properties
- E_LUMO: 1.156 eV
- Frontier orbital gap: 11.3 eV
- Largest force on an atom: 0.0087 hartree/bohr
- SMILES string: C=C.N
- E_tot: -3676.6712 eV
- Relative energy (zero: lowest compared OMol25 entry of this formula, charge and spin): 0.811 eV
- HOMO: -0.3739 Eh


Entry 2:
# C2H7N

A 2-piece molecular cluster, C2H7N overall (wB97M-V/def2-TZVPD, the OMol25 dataset).

XYZ file:
```
10
Properties=species:S:1:pos:R:3:forces:R:3:lowdin_charge:R:1
C 2.398166 -0.549139 0.362429 -1.859 1.310 -0.114 -0.0512
C 1.247780 -0.094956 0.892685 1.623 0.311 -1.513 -0.0578
H 2.795289 -0.048776 -0.489526 0.160 0.916 -0.443 0.0328
H 3.010511 -1.377653 0.532942 0.185 -1.564 1.115 0.0225
H 0.816151 0.820961 0.533684 0.183 0.410 -0.620 0.0374
H 0.598428 -0.461203 1.616955 -0.307 -1.378 1.573 0.0172
N -2.879773 0.581337 -1.006146 -3.141 0.398 -1.311 0.0023
H -3.673769 0.695630 -0.340233 1.312 -0.271 -0.561 0.0254
H -2.061189 0.246412 -0.605024 1.401 -0.765 1.109 -0.0481
H -3.202686 -0.080159 -1.736452 0.442 0.633 0.764 0.0195
```
Positions in Å, forces in eV/Å.

Properties
- E_LUMO: 1.051 eV
- Frontier orbital gap: 11.0 eV
- Largest force on an atom: 0.0666 hartree/bohr
- SMILES string: C=C.N
- E_tot: -3676.2624 eV
- Relative energy (zero: lowest compared OMol25 entry of this formula, charge and spin): 1.220 eV
- HOMO: -0.3660 Eh


Entry 3:
# C2H7N2

One molecule with the formula C2H7N2 (wB97M-V/def2-TZVPD, the OMol25 dataset).

XYZ file:
```
11
Properties=species:S:1:pos:R:3:forces:R:3:mulliken_spin:R:1
C -1.553321 0.154263 0.291029 -1.165 -0.157 -0.685 0.7070
N -0.611751 -0.213447 -0.623629 1.551 0.233 -0.451 0.2439
C 0.744663 0.290375 -0.430023 -0.180 -0.427 0.325 -0.0068
N 1.337179 -0.229314 0.789083 -0.497 0.685 -0.361 0.0127
H 2.266181 -0.598507 0.824951 -0.193 -0.213 -0.049 -0.0003
H -2.439655 -0.480599 0.255170 0.069 0.288 0.245 0.0200
H -1.727455 1.233200 0.289616 0.057 -0.077 0.614 0.0442
H 0.665069 1.380660 -0.407477 0.128 0.080 -0.062 0.0093
H 1.341597 -0.033712 -1.269859 0.212 0.202 -0.366 0.0003
H -0.663024 -1.040776 -1.188802 -0.301 -0.355 0.417 -0.0250
H 0.640517 -0.462144 1.469941 0.318 -0.262 0.372 -0.0053
```
Positions in Å, forces in eV/Å.

Properties
- Multiplicity: 2
- E_LUMO (spin up / spin down): 1.265 / 1.031 eV
- Frontier orbital gap (spin up / spin down): 8.1 / 9.9 eV
- Largest force on an atom: 0.0317 hartree/bohr
- E_tot: -5165.4401 eV
- Relative energy (zero: lowest compared OMol25 entry of this formula, charge and spin): 0.195 eV
- HOMO (spin up / spin down): -0.2505 / -0.3259 Eh


Entry 4:
# C2H7N2

An isolated ion of composition C2H7N2 and charge +1 (wB97M-V/def2-TZVPD, the OMol25 dataset).

XYZ file:
```
11
Properties=species:S:1:pos:R:3:forces:R:3:lowdin_charge:R:1
N 1.138529 0.874744 -1.270093 -1.263 0.385 -1.462 0.1039
C 0.640572 0.057942 -0.337517 0.179 0.124 2.043 -0.1876
C -0.607517 0.086187 0.191695 0.704 0.021 -1.092 -0.1069
N -1.047279 -0.876466 1.215635 0.252 -0.755 -0.159 0.1734
H 2.082927 1.191024 -1.401251 0.178 -0.621 0.353 0.1209
H 0.478085 1.248785 -1.946473 0.337 0.176 0.354 0.1234
H 1.355205 -0.572108 0.181519 0.258 -0.067 -0.091 0.1312
H -1.410530 0.663888 -0.223683 -0.262 0.149 0.108 0.1159
H -1.390187 -1.751116 0.787106 -0.424 0.417 0.282 0.1799
H -1.756088 -0.427757 1.793764 -0.362 -0.229 -0.095 0.1713
H -0.344544 -1.201873 1.887413 0.402 0.399 -0.242 0.1745
```
Positions in Å, forces in eV/Å.

Properties
- E_LUMO: -3.696 eV
- Frontier orbital gap: 9.6 eV
- Largest force on an atom: 0.0400 hartree/bohr
- SMILES string: N/C=C/[NH3+]
- Total charge: +1
- E_tot: -5160.2497 eV
- Relative energy (zero: lowest compared OMol25 entry of this formula, charge and spin): 1.216 eV
- HOMO: -0.4879 Eh


Entry 5:
# C2H7N2O

A 2-piece molecular cluster, C2H7N2O overall (wB97M-V/def2-TZVPD, the OMol25 dataset).

XYZ file:
```
12
Properties=species:S:1:pos:R:3:forces:R:3:lowdin_charge:R:1
C 0.202587 -2.190921 -0.746957 -1.402 -1.051 -0.987 -0.1646
N -0.553712 -3.142043 -0.330053 0.144 1.041 0.394 -0.0349
H 1.184735 -2.164094 -0.345815 0.956 0.228 0.198 0.0333
H -0.043400 -1.514261 -1.584192 0.032 0.122 0.893 0.0498
H -1.507734 -3.008589 -0.675198 0.239 -0.201 -0.427 0.0093
N -0.085587 1.899783 1.397007 -0.332 1.752 0.508 -0.0450
C 0.276183 1.804576 -0.015668 0.919 -1.060 -0.539 -0.6433
O -0.091621 0.638352 -0.581251 0.240 0.292 -0.258 -0.3654
H 0.402210 1.245969 1.963321 0.459 -0.814 0.159 0.0122
H -1.068038 1.693484 1.484483 -0.216 -0.229 -0.077 0.0257
H -0.115268 2.706788 -0.507231 -0.608 0.308 -0.107 0.0528
H 1.399645 2.030955 -0.058446 -0.430 -0.386 0.243 0.0699
```
Positions in Å, forces in eV/Å.

Properties
- E_LUMO: 4.594 eV
- Frontier orbital gap: 7.1 eV
- Largest force on an atom: 0.0391 hartree/bohr
- Total charge: -1
- E_tot: -7214.0386 eV
- Relative energy (zero: lowest compared OMol25 entry of this formula, charge and spin): 1.341 eV
- HOMO: -0.0936 Eh


Entry 6:
# C2H7N2O

A 2-piece molecular cluster, C2H7N2O overall (wB97M-V/def2-TZVPD, the OMol25 dataset).

XYZ file:
```
12
Properties=species:S:1:pos:R:3:forces:R:3:lowdin_charge:R:1
C 0.047488 -1.828348 -1.039395 0.894 -0.868 -0.381 0.1260
N -1.177191 -1.549218 -1.159927 -0.648 0.322 0.287 0.1958
H 0.346629 -2.779152 -0.614501 -0.327 0.058 0.492 0.1300
H 0.877366 -1.286162 -1.469613 -0.447 0.639 -0.125 0.1235
H -1.535164 -0.693364 -1.573312 0.387 0.108 -0.019 0.1607
H -1.881852 -2.088597 -0.666654 0.081 -0.237 -0.164 0.1635
C 0.336228 1.145006 1.360482 0.690 -0.511 -1.582 -0.3546
N 0.734680 2.312427 0.849698 0.100 0.845 0.837 0.1483
O 0.071954 0.219037 0.590873 -0.259 -0.353 0.403 -0.0637
H 0.373966 0.997913 2.440408 -0.280 0.371 0.159 0.1400
H 0.911525 3.124182 1.419066 0.044 -0.135 0.152 0.1140
H 0.894370 2.426277 -0.137126 -0.236 -0.241 -0.060 0.1165
```
Positions in Å, forces in eV/Å.

Properties
- E_LUMO: -4.861 eV
- Frontier orbital gap: 9.3 eV
- Largest force on an atom: 0.0350 hartree/bohr
- Total charge: +1
- E_tot: -7208.1677 eV
- Relative energy (zero: lowest compared OMol25 entry of this formula, charge and spin): 0.977 eV
- HOMO: -0.5187 Eh